A molecular structure, C29H36IrN5O3SSe2Te2, computed with the ωB97M-V functional and the def2-TZVPD basis.

Each line ends with the Löwdin charge.
Positions of all 79 atoms, in Å:
O 1.546 -0.889 1.593  -0.12
N 1.656 -4.281 -0.303  0.09
H 3.957 -5.583 -0.204  0.12
H 1.360 5.462 1.009  0.14
H -1.074 -4.462 -1.732  0.06
H -0.947 -6.033 -2.515  0.07
Te -3.727 -2.871 1.479  0.36
C 1.808 -1.572 0.543  -0.64
N 1.925 2.776 -2.740  0.02
H -1.216 5.449 -3.800  0.06
H 2.339 -5.720 1.868  0.11
H -2.095 4.590 0.740  0.11
C -3.616 4.159 -0.724  -0.07
C 2.527 1.631 -2.318  -0.81
C 1.763 2.811 -4.196  -0.12
C -2.112 5.957 -3.449  -0.06
O 0.554 5.333 -1.923  0.07
C 5.371 -2.692 0.887  -0.07
H -4.205 4.679 -1.483  0.07
Se -2.677 1.045 1.766  -0.09
H -2.333 6.772 -4.140  0.08
C 1.206 2.161 1.677  -0.17
H -3.050 5.981 0.278  0.12
C 1.586 3.482 1.815  -0.02
H -2.951 5.258 -3.467  0.07
C -0.725 -7.092 -0.062  -0.23
Te -4.416 -0.410 2.550  0.38
O 0.962 -1.573 -0.406  -0.21
H -0.833 2.322 -0.881  0.13
C 1.502 -6.124 1.310  -0.03
H -2.775 7.025 -1.688  0.12
C 1.065 -5.482 0.157  -0.21
H -4.305 3.800 0.047  0.07
H 3.073 -1.020 -4.250  0.09
Se -1.387 -2.564 0.879  0.12
H 2.487 3.482 -4.657  0.12
H 2.006 3.617 -2.195  0.10
C 3.016 -2.412 0.477  -0.09
C 2.895 -3.754 0.098  -0.19
C 1.062 4.422 0.949  0.04
C 2.026 1.346 -4.581  -0.11
H 6.138 -4.660 0.495  0.11
H -3.142 3.292 -1.194  0.07
C -1.881 6.519 -2.051  -0.18
H -2.513 -8.286 -0.118  0.08
H 1.028 -3.617 -0.712  0.08
N -1.533 5.500 -1.050  -0.04
H 4.310 -0.848 1.158  0.11
C 4.038 -4.550 0.113  -0.02
H 1.180 -7.754 2.660  0.11
H -1.069 7.243 -2.082  0.12
H -0.805 -8.598 1.459  0.11
H 3.999 -0.654 -2.781  0.08
H 2.312 3.753 2.568  0.12
H -2.623 -6.802 -1.070  0.08
C 4.249 -1.890 0.870  -0.02
C 3.017 -0.601 -3.248  -0.04
N 0.341 1.775 0.731  -0.16
C 5.258 -4.026 0.506  -0.06
H 1.111 0.821 -4.864  0.12
N 2.588 0.781 -3.354  -0.16
C -0.277 5.003 -1.087  -0.42
C 0.839 -7.255 1.761  -0.08
H -1.694 -8.170 -1.674  0.09
H 6.324 -2.288 1.206  0.11
Ir -0.443 -0.245 0.842  0.89
C -0.276 -7.727 1.089  -0.06
H 0.471 -4.990 -2.402  0.08
C -0.418 -5.334 -1.869  -0.04
H 1.620 1.379 2.301  0.11
H 2.323 -1.185 -2.643  0.07
C -2.568 5.081 -0.106  -0.19
C 0.157 4.019 -0.029  -0.13
H 0.764 3.139 -4.472  0.11
S 3.069 1.336 -0.762  0.71
C -0.029 -5.983 -0.560  -0.18
C -1.956 -7.614 -0.770  -0.05
H 2.737 1.260 -5.400  0.12
C -0.177 2.690 -0.100  -0.13

For the relative energy (zero: lowest compared OMol25 entry of this formula, charge and spin), the calculation gives 39.5 kcal/mol. The HOMO energy (spin up / spin down) is -9.53 / -9.53 eV. For the total energy, the calculation gives -203198.0080 eV. The spin multiplicity is 6. The lowest unoccupied orbital energy (spin up / spin down) comes out at -4.02 / -6.12 eV. As for the frontier orbital gap (spin up / spin down): 5.5 / 3.4 eV. As for the charge: +1.